25
Properties=species:S:1:pos:R:3:forces:R:3 method="wB97M-V/def2-TZVPD" e_homo_ev=1.25 charge=-2 gap_ev=4.51 e_tot_ev=-79613.3083
Ga -0.175230 -0.809579 -1.871555 2.55 -0.37 0.98
Cl 0.741110 1.204178 -0.947566 0.36 1.17 -1.08
C -1.272906 -0.413413 -3.532245 -1.61 -0.35 0.05
C 1.513935 -1.027792 -3.038427 0.56 -0.44 0.15
H -0.868895 -1.022098 -4.370637 -0.33 0.09 0.64
H -2.366682 -0.606086 -3.411010 0.51 -0.02 -0.34
H -1.205993 0.621103 -3.878526 0.25 0.15 0.37
H 1.219231 -1.537113 -3.970914 0.33 -0.18 0.11
H 2.307618 -1.591342 -2.498731 -0.30 0.22 -0.46
H 1.920730 -0.039284 -3.317657 -0.20 -0.25 0.17
Hg -0.903770 0.285846 0.987921 -0.11 -0.66 -0.77
C -2.452506 1.806150 0.750398 0.66 -0.44 1.46
C -0.096880 -1.637780 0.112482 -2.45 -1.78 -0.86
H -2.876901 1.757418 -0.224007 -0.44 -0.17 -0.78
H -3.148717 1.450392 1.531449 -0.16 0.81 -0.34
H -2.022745 2.806061 0.911466 -0.33 -0.29 0.24
H 0.698805 -2.129877 0.769072 -0.47 1.13 -1.49
H -0.946164 -2.397934 0.157517 0.63 0.45 -0.12
C 1.378058 0.630249 4.433480 -1.03 0.55 -0.08
O 0.462369 0.526627 3.259823 2.65 -0.17 2.73
C 1.109604 0.106110 2.118006 -0.55 0.80 -2.45
O 2.312290 -0.007878 1.943696 -0.85 0.05 1.84
H 1.965642 1.566141 4.341962 -0.14 -0.57 0.15
H 2.046321 -0.249658 4.459838 -0.36 0.48 0.18
H 0.661676 0.709562 5.284164 0.84 -0.21 -0.31

---

49
Properties=species:S:1:pos:R:3:forces:R:3 method="wB97M-V/def2-TZVPD" e_homo_ev=-10.97 charge=+1 gap_ev=6.90 e_tot_ev=-50302.6166 relative_energy_ev=0.000
Pt -0.332170 -0.615909 -0.443415 0.05 0.02 0.03
O 4.235060 -4.431210 -4.968917 0.00 -0.01 0.00
N 4.172723 -3.330148 -4.475512 0.00 0.00 0.01
O 4.912187 -2.399439 -4.719507 0.00 0.00 0.00
C 3.123562 -3.107541 -3.455700 0.00 0.01 -0.01
C 2.769205 -4.180932 -2.723791 0.00 -0.01 0.01
C 1.804667 -4.054283 -1.675357 0.00 0.01 0.00
C 1.393888 -5.119798 -0.853489 0.00 0.00 0.00
C 0.461205 -4.889032 0.124274 -0.01 0.00 0.01
C -0.063027 -3.600779 0.284421 0.00 0.00 -0.01
N 0.313534 -2.592080 -0.478497 -0.01 0.00 0.00
C 1.235541 -2.805022 -1.447482 0.00 -0.02 0.00
C 1.601957 -1.677432 -2.250605 0.02 0.01 -0.02
N 0.968447 -0.504274 -1.968780 -0.04 0.00 0.00
C 1.249377 0.569945 -2.686520 0.00 0.00 0.01
C 2.173156 0.525350 -3.732929 0.00 0.01 0.00
C 2.826302 -0.640648 -4.031137 0.00 0.00 0.00
C 2.553011 -1.795544 -3.267441 -0.01 0.00 0.01
H 3.225409 -5.139185 -2.931374 0.00 0.00 0.00
H 1.814897 -6.106077 -1.000506 0.00 0.00 0.00
H 0.121226 -5.682518 0.773454 0.00 0.00 0.00
H -0.802946 -3.372872 1.040419 0.00 0.00 0.00
H 0.722188 1.474069 -2.417047 0.00 0.00 0.00
H 2.363272 1.425272 -4.299323 0.00 0.00 0.00
H 3.545094 -0.675889 -4.833502 0.00 0.00 0.00
C -3.714718 0.596148 1.132527 0.00 -0.01 0.03
S -2.178254 0.208587 1.951276 -0.03 0.04 -0.05
C -2.832527 -0.659874 3.361077 0.02 -0.03 -0.01
O -1.590217 -0.974534 1.134469 -0.01 -0.01 0.02
H -4.290263 -0.319158 1.005848 -0.01 0.00 -0.01
H -3.455922 1.040507 0.174671 0.00 0.00 0.00
H -4.250458 1.319210 1.747936 0.00 0.00 -0.01
H -3.412788 0.046753 3.953238 0.00 0.00 0.00
H -1.989740 -1.021493 3.945703 0.00 0.00 0.00
H -3.452811 -1.486666 3.019685 0.00 0.00 0.01
N -3.150561 8.949787 -0.618724 0.00 0.00 0.00
C -2.815122 7.851360 -0.610165 0.01 0.00 0.00
C -2.394647 6.476149 -0.597910 0.00 0.00 0.00
C -1.469269 6.041867 0.348435 0.00 0.00 0.00
C -1.068949 4.719048 0.361130 0.00 0.01 0.00
C -1.586736 3.814686 -0.569253 0.00 -0.01 0.01
C -2.512057 4.261268 -1.516311 0.00 0.00 0.00
C -2.914635 5.583295 -1.532197 0.00 0.00 0.00
C -1.178737 2.438322 -0.546568 -0.02 0.00 -0.04
C -0.856895 1.269979 -0.520343 0.04 0.00 0.02
H -1.068682 6.743854 1.066619 0.00 0.00 0.00
H -0.347723 4.376100 1.090445 0.00 0.00 0.00
H -2.910559 3.563535 -2.240541 0.00 0.00 0.00
H -3.630247 5.930965 -2.264376 0.00 0.00 0.00

---

36
Properties=species:S:1:pos:R:3:forces:R:3 method="wB97M-V/def2-TZVPD" e_homo_ev=-8.42 charge=0 gap_ev=6.76 e_tot_ev=-36754.5661 relative_energy_ev=1.398
O -1.429839 0.245699 -2.869614 1.01 -1.87 0.10
O 2.567495 1.283275 3.276310 0.53 -1.03 -1.11
O 1.700770 1.265382 1.030265 -0.05 0.12 -1.54
O 1.213478 -0.595888 2.502236 0.69 -0.11 -0.60
O -3.471714 2.320487 0.329314 -0.47 -0.12 -1.32
C -1.231980 -0.276297 -1.772828 -4.59 5.29 -1.72
C 2.363302 -0.654961 -1.191714 -1.60 0.19 -0.27
C 1.122586 -2.319893 0.001825 -0.50 0.42 0.03
C 2.326290 -1.632606 -0.180680 0.01 0.66 0.04
C 1.150263 -0.272759 -1.808717 2.02 -0.06 0.44
C -0.048453 -1.905764 -0.602918 1.64 -0.84 0.59
N -2.183768 0.038738 -0.782999 1.22 -1.35 -0.31
N -0.021449 -0.876542 -1.470472 1.40 -0.45 1.04
C -3.802308 1.894299 -1.029127 1.26 -0.07 1.10
C -2.105574 2.078196 0.635627 -0.64 -0.28 0.42
C 3.440705 -1.747374 0.854844 -1.17 -0.98 -1.62
C -3.581698 0.396579 -1.139867 0.28 -0.09 -0.11
C -1.765227 0.596658 0.503785 0.29 -0.28 0.66
C 3.629779 -0.452465 1.567978 1.32 1.12 0.08
S 2.180685 0.456343 2.128121 -1.55 0.50 2.72
H 3.247680 -0.037998 -1.384107 -0.41 -0.38 0.03
H 1.065628 -3.050363 0.788623 -0.10 -0.25 0.03
H 1.191970 0.589443 -2.486722 -0.79 -0.55 0.33
H -0.986540 -2.381525 -0.386939 -0.31 0.22 -0.02
H -4.827846 2.155798 -1.240214 -0.27 0.12 0.15
H -3.136213 2.384920 -1.743782 -0.04 0.22 -0.01
H -2.001631 2.385842 1.682031 0.18 -0.21 -0.19
H -1.437520 2.698137 0.052594 0.17 0.21 -0.49
H 4.343091 -2.104710 0.333118 -0.04 0.28 0.38
H 3.136716 -2.480081 1.580135 -0.10 -0.53 0.17
H -3.871820 0.049609 -2.131920 0.43 -0.06 -0.01
H -4.236167 -0.101148 -0.420989 0.12 -0.06 0.12
H -0.687377 0.499571 0.643846 0.06 -0.15 0.06
H -2.263868 0.049125 1.304478 -0.01 -0.02 0.08
H 4.257896 0.210426 0.945038 -0.29 0.04 0.58
H 4.152660 -0.708152 2.483440 0.29 0.34 0.15